(1)
C4H5ClO | ωB97M-V/def2-TZVPD

```
11
Properties=species:S:1:pos:R:3:nbo_charge:R:1
C -0.268 -1.386 0.969 -0.681
C 0.147 -0.366 0.050 -0.129
C -0.449 0.771 -0.308 -0.256
Cl -1.792 1.236 0.440 0.079
C 0.608 1.689 -1.142 0.381
O 1.416 0.957 -1.946 -0.553
H -1.276 -1.387 1.473 0.235
H 0.514 -1.562 1.778 0.242
H -0.405 -2.333 0.254 0.242
H 1.090 -0.477 -0.571 0.254
H 0.415 2.859 -0.995 0.184
```

Maximum force   8.52 eV/Å
E_HOMO   -9.2 eV
Charge   0

***

(2)
C2H9N2 | ωB97M-V/def2-TZVPD

```
13
Properties=species:S:1:pos:R:3:nbo_charge:R:1
N -1.101 -0.796 -0.087 -0.867
C -0.842 0.546 0.385 -0.255
C 0.476 0.834 -0.283 -0.192
N 1.237 -0.589 0.137 -0.771
H -1.181 -0.647 -1.141 0.380
H -1.949 -1.376 0.139 0.430
H -1.544 1.322 0.166 0.236
H -0.574 0.591 1.535 0.213
H 0.401 0.803 -1.336 0.207
H 0.907 1.847 0.033 0.264
H 1.802 -0.887 -0.749 0.444
H 1.998 -0.481 0.874 0.445
H 0.369 -1.168 0.326 0.467
```

Maximum force   5.41 eV/Å
E_HOMO   -15.3 eV
Charge   +1

***

(3)
C19H38O2 | ωB97M-V/def2-TZVPD

```
59
Properties=species:S:1:pos:R:3:nbo_charge:R:1
C -8.729 -2.441 -0.818 -0.603
C -8.608 -1.498 0.284 -0.382
C -7.191 -1.002 0.693 -0.377
C -6.564 -0.263 -0.334 -0.419
C -5.239 0.069 0.059 -0.247
C -4.584 1.011 -0.770 -0.385
C -3.319 1.578 -0.127 -0.290
C -2.158 0.691 -0.152 -0.371
C -0.886 1.354 0.322 -0.336
C 0.307 0.254 0.653 -0.361
C 1.479 1.102 1.286 -0.412
C 2.118 2.062 0.304 -0.347
C 2.661 1.315 -1.102 -0.358
C 3.631 0.405 -0.966 -0.448
H 3.139 -0.570 -0.663 0.196
H 3.757 0.017 -1.913 0.248
C 4.968 0.463 -0.253 -0.493
C 5.946 -0.472 -0.533 0.770
O 6.099 -1.020 -1.651 -0.605
O 6.885 -0.394 0.459 -0.492
C 7.970 -1.357 0.090 0.058
C 8.970 -0.618 -0.540 -0.660
H 8.676 -0.384 -1.625 0.237
H 9.371 0.265 -0.071 0.229
H 9.927 -1.221 -1.046 0.228
C 8.615 -1.658 1.564 -0.512
H 8.897 -0.959 2.058 0.168
H 9.386 -2.230 1.474 0.187
H 7.658 -2.147 2.290 0.166
H 7.667 -2.294 -0.241 0.222
H 4.833 0.803 0.726 0.246
H 5.292 1.557 -0.788 0.242
H 3.135 2.380 -1.487 0.189
H 1.728 1.093 -1.580 0.229
H 1.517 2.753 0.296 0.161
H 3.145 2.527 0.980 0.162
H 2.270 0.101 1.300 0.180
H 1.282 1.379 2.494 0.234
H -0.127 -0.415 1.369 0.206
H 0.392 -0.077 -0.180 0.162
H -0.932 1.815 1.497 0.165
H -0.653 2.110 -0.110 0.157
H -2.055 0.054 -0.912 0.200
H -2.516 -0.167 0.769 0.139
H -2.962 2.486 -1.099 0.110
H -3.280 2.189 0.616 0.199
H -5.107 1.801 -1.093 0.208
H -4.180 0.344 -1.665 0.171
H -4.632 -0.532 0.368 0.176
H -5.543 0.899 1.171 0.076
H -6.440 -0.751 -1.274 0.204
H -7.213 0.681 -0.604 0.200
H -7.228 -0.474 1.560 0.210
H -6.700 -2.079 1.013 0.177
H -9.145 -2.038 1.248 0.194
H -9.285 -0.491 0.249 0.190
H -8.399 -2.025 -1.860 0.195
H -9.880 -2.747 -1.066 0.212
H -8.160 -3.232 -0.666 0.197
```

Maximum force   14.05 eV/Å
E_HOMO   -9.6 eV
Charge   0

***

(4)
C4H11NO2 | ωB97M-V/def2-TZVPD

```
18
Properties=species:S:1:pos:R:3:nbo_charge:R:1
H -1.031 -0.856 2.273 0.384
N -0.133 -0.966 2.739 -0.825
C 0.705 -1.695 2.117 0.487
O 1.562 -1.352 1.122 -0.681
H 1.256 -2.404 2.738 0.121
H 1.084 -0.653 0.626 0.495
C -0.042 0.437 -2.187 -0.639
C -0.749 0.563 -0.848 0.113
C -0.122 1.622 0.035 -0.638
O -0.665 -0.796 -0.121 -0.783
H 0.014 1.402 -2.688 0.222
H -0.557 -0.285 -2.819 0.212
H 0.968 0.063 -2.027 0.212
H -1.806 0.812 -1.001 0.178
H -0.163 2.600 -0.441 0.223
H -0.633 1.667 0.994 0.234
H 0.926 1.389 0.213 0.204
H -0.614 -1.548 -0.725 0.481
```

Maximum force   4.60 eV/Å
E_HOMO   -8.4 eV
Charge   0

***

(5)
C3H6O3 | ωB97M-V/def2-TZVPD

```
12
Properties=species:S:1:pos:R:3:nbo_charge:R:1
O 1.586 1.449 1.700 -0.578
C 1.215 0.629 0.850 0.797
O 2.047 -0.041 -0.069 -0.683
C -0.302 0.361 0.726 -0.569
C -0.976 -0.470 -0.423 -0.066
O -0.117 -0.477 -1.617 -0.777
H 1.375 -0.468 -0.647 0.503
H -0.587 0.102 1.776 0.257
H -0.707 1.362 0.656 0.243
H -1.215 -1.377 0.111 0.176
H -1.926 -0.096 -0.562 0.181
H -0.392 -0.974 -2.500 0.516
```

Maximum force   3.64 eV/Å
E_HOMO   -10.3 eV
Charge   0

***

(6)
C41H44AsF5I2IrNPSb | ωB97M-V/def2-TZVPD

```
97
Properties=species:S:1:pos:R:3:lowdin_charge:R:1
Ir 1.945 -1.585 -0.372 0.493
I 3.302 -2.069 2.811 1.034
C 4.947 -1.902 1.500 -0.999
I 4.383 -0.533 -0.042 1.035
H 5.151 -2.851 1.018 -0.023
H 5.815 -1.497 2.008 -0.010
C 0.935 -2.925 -3.835 -0.244
Sb 2.321 -1.650 -2.886 1.345
C 4.191 -2.164 -3.731 -0.246
C 2.041 0.205 -3.874 -0.256
H 1.136 -2.893 -4.905 0.035
H -0.075 -2.572 -3.642 0.001
H 1.055 -3.944 -3.471 0.026
H 4.194 -1.698 -4.715 0.031
H 4.281 -3.243 -3.822 0.034
H 5.014 -1.779 -3.135 0.010
H 2.454 0.080 -4.874 0.030
H 2.576 1.009 -3.371 0.020
H 0.985 0.449 -3.959 0.000
C 1.661 2.093 -0.031 -0.411
C 0.844 3.384 0.056 -0.410
As 0.243 3.996 1.849 1.321
C -1.581 3.270 1.825 -0.395
C -1.974 2.392 2.831 -0.135
C -3.281 1.920 2.889 -0.082
C -4.208 2.336 1.945 -0.093
C -3.826 3.220 0.943 -0.089
C -2.521 3.683 0.883 -0.099
C -0.232 5.825 1.369 -0.426
C -0.819 6.570 2.389 -0.126
C -1.227 7.875 2.164 -0.069
C -1.049 8.451 0.913 -0.071
C -0.460 7.719 -0.104 -0.076
C -0.055 6.408 0.120 -0.119
P 0.798 0.500 0.222 0.911
C 0.519 0.211 1.980 -0.413
C -0.310 -0.842 2.377 -0.136
C -0.440 -1.161 3.718 -0.057
C 0.262 -0.436 4.676 -0.059
C 1.099 0.600 4.288 -0.086
C 1.240 0.914 2.944 -0.172
C -0.811 0.721 -0.584 -0.352
C -2.034 0.604 0.067 -0.098
C -3.214 0.773 -0.647 -0.084
C -3.185 1.080 -1.998 -0.058
C -1.965 1.237 -2.647 -0.053
C -0.788 1.053 -1.942 -0.112
H 2.537 2.110 0.623 0.057
H 2.064 2.002 -1.048 0.063
H -0.003 3.348 -0.630 0.062
H 1.506 4.181 -0.291 0.064
H -1.264 2.087 3.590 0.087
H -3.579 1.253 3.689 0.111
H -5.234 1.994 2.005 0.114
H -4.554 3.565 0.219 0.118
H -2.242 4.398 0.116 0.109
H -0.959 6.132 3.372 0.100
H -1.679 8.444 2.966 0.111
H -1.367 9.470 0.735 0.110
H -0.312 8.166 -1.079 0.108
H 0.399 5.864 -0.698 0.083
H -0.855 -1.421 1.640 0.078
H -1.089 -1.973 4.019 0.119
H 0.154 -0.681 5.725 0.120
H 1.645 1.168 5.029 0.123
H 1.904 1.719 2.667 0.072
H -2.084 0.434 1.136 0.085
H -4.160 0.692 -0.128 0.113
H -4.109 1.223 -2.543 0.121
H -1.936 1.519 -3.691 0.116
H 0.165 1.214 -2.434 0.068
C -3.019 -3.061 0.386 -0.009
C -2.267 -3.384 -0.914 -0.551
C -2.969 -2.761 -2.130 -0.006
C -2.091 -4.902 -1.085 -0.009
C -0.927 -2.796 -0.811 -0.066
N 0.110 -2.335 -0.680 0.025
H -4.016 -3.496 0.319 0.108
H -3.123 -1.985 0.527 0.075
H -2.516 -3.496 1.250 0.096
H -3.988 -3.145 -2.169 0.107
H -2.472 -3.038 -3.060 0.089
H -3.009 -1.674 -2.051 0.071
H -3.063 -5.340 -1.312 0.105
H -1.712 -5.361 -0.171 0.095
H -1.414 -5.138 -1.907 0.092
F 0.826 -3.944 1.336 0.014
C 1.825 -4.446 0.575 -0.296
C 2.578 -3.606 -0.248 -0.264
C 3.645 -4.242 -0.858 -0.269
F 4.518 -3.502 -1.592 -0.037
C 3.935 -5.592 -0.738 -0.142
F 4.982 -6.110 -1.367 0.149
C 3.130 -6.386 0.057 -0.127
F 3.379 -7.674 0.194 0.169
C 2.070 -5.797 0.732 -0.142
F 1.303 -6.526 1.533 0.146
```

Maximum force   0.50 eV/Å
E_HOMO   -12.4 eV
Charge   +2

***

(7)
C52H38N8SV | ωB97M-V/def2-TZVPD

```
100
Properties=species:S:1:pos:R:3:mulliken_spin:R:1
V 0.165 0.035 0.081 1.085
C -3.274 -6.511 -1.138 0.103
C -4.027 -5.374 -0.880 -0.062
C -3.433 -4.237 -0.364 0.090
C -2.057 -4.196 -0.058 0.032
C -1.302 -5.327 -0.425 0.122
C -1.902 -6.467 -0.929 -0.052
C -1.417 -3.009 0.500 0.021
C -2.125 -1.842 0.842 -0.050
C -3.429 -1.850 1.419 0.084
C -3.624 -0.623 1.969 -0.053
C -2.486 0.170 1.640 0.064
C -2.350 1.512 2.020 0.052
C -3.441 2.147 2.797 0.028
C -4.699 2.305 2.213 0.016
C -5.733 2.895 2.921 -0.002
C -5.523 3.339 4.219 0.004
C -4.271 3.202 4.799 -0.002
C -3.233 2.615 4.091 0.009
C -1.288 2.303 1.608 -0.022
N -0.368 1.875 0.666 -0.052
C 0.325 2.972 0.297 0.182
C 1.223 2.864 -0.895 -0.047
C 0.845 3.939 -1.878 0.038
C 1.663 5.047 -2.044 0.001
C 1.266 6.087 -2.871 0.001
C 0.051 6.019 -3.538 0.001
C -0.770 4.913 -3.368 0.000
C -0.383 3.880 -2.529 -0.011
C 2.291 1.092 -0.533 -0.067
C 3.573 0.699 -1.254 -0.103
C 4.206 -0.032 -0.099 0.469
C 3.189 -0.441 0.743 -0.031
N 2.002 0.230 0.528 0.063
C 3.159 -1.615 1.538 0.175
C 1.946 -2.319 1.540 0.018
C 1.758 -3.595 2.132 0.139
C 0.531 -4.049 1.720 0.029
C -0.034 -3.029 0.914 0.214
N 0.798 -1.963 0.829 0.033
C 4.416 -2.150 2.077 0.023
C 5.225 -1.339 2.877 0.081
C 6.448 -1.796 3.339 -0.018
C 6.891 -3.066 2.997 0.037
C 6.098 -3.880 2.200 -0.022
C 4.868 -3.430 1.749 0.064
C -0.085 4.104 1.012 -0.033
C -1.107 3.689 1.840 0.117
N -1.562 -0.593 0.955 0.084
H -3.743 -7.409 -1.517 0.008
H -5.089 -5.369 -1.094 -0.002
H -4.044 -3.365 -0.188 0.016
H -0.228 -5.301 -0.333 0.010
H -1.287 -7.324 -1.172 -0.001
H -4.061 -2.712 1.546 0.007
H -4.462 -0.308 2.566 0.005
H -4.846 1.976 1.191 0.002
H -6.704 3.013 2.456 0.000
H -6.334 3.793 4.774 0.000
H -4.104 3.555 5.809 0.000
H -2.256 2.499 4.546 -0.002
H 2.615 5.094 -1.527 0.001
H 1.904 6.952 -2.998 0.000
H -0.259 6.835 -4.178 0.000
H -1.723 4.856 -3.880 0.000
H -1.034 3.025 -2.377 0.005
H 3.528 0.034 -2.125 0.038
H 5.183 -0.491 -0.120 0.010
H 2.456 -4.076 2.797 0.012
H 0.033 -4.959 2.013 0.001
H 4.872 -0.349 3.139 0.006
H 7.058 -1.162 3.970 -0.001
H 7.856 -3.416 3.341 0.004
H 6.445 -4.868 1.923 0.000
H 4.255 -4.060 1.117 -0.004
H 0.306 5.102 0.895 0.000
H -1.693 4.291 2.514 0.001
C -0.083 -0.572 -4.201 -0.002
C 0.226 0.014 -2.860 0.002
N -0.379 -0.498 -1.715 -0.058
N -1.452 -1.317 -2.005 0.027
C -2.672 -0.812 -2.297 0.002
N -3.572 -1.722 -2.754 -0.002
S -3.038 0.805 -2.188 0.003
C 1.067 1.046 -2.652 -0.017
C 2.028 1.715 -3.518 0.007
C 3.144 2.314 -3.074 -0.008
C 3.689 2.207 -1.663 0.013
C 2.690 2.585 -0.502 0.046
N 1.070 1.407 -1.274 0.047
H -1.146 -0.471 -4.419 0.000
H 0.478 -0.060 -4.979 0.000
H 0.172 -1.634 -4.224 0.001
H -1.284 -2.310 -2.074 -0.012
H -3.413 -2.706 -2.601 -0.001
H -4.527 -1.409 -2.766 0.001
H 1.799 1.765 -4.577 0.001
H 3.764 2.841 -3.790 0.001
H 4.673 2.663 -1.583 -0.010
H 3.106 3.090 0.364 -0.009
```

Spin multiplicity   4
Maximum force   1.38 eV/Å
E_HOMO (alpha / beta)   -5.3 / -7.0 eV
Charge   0

***

(8)
C16H28N4 | ωB97M-V/def2-TZVPD

```
48
Properties=species:S:1:pos:R:3:nbo_charge:R:1
C 2.002 4.617 1.872 -0.645
C 3.185 5.685 1.877 -0.392
C 3.238 6.349 3.254 -0.503
C 4.189 7.496 3.405 0.301
N 4.898 8.342 3.534 -0.357
H 2.161 3.666 2.380 0.219
H 1.743 4.371 0.842 0.225
H 1.012 4.870 2.253 0.223
H 2.882 6.359 1.075 0.208
H 4.147 5.258 1.596 0.211
H 3.596 5.584 3.943 0.242
H 2.236 6.673 3.535 0.246
C 0.487 3.878 -3.496 -0.618
C -0.328 2.594 -3.677 -0.420
C -1.115 2.163 -2.380 -0.581
C -2.434 2.839 -2.314 0.305
N -3.451 3.352 -2.202 -0.373
H 1.086 3.893 -2.585 0.207
H -0.185 4.735 -3.546 0.206
H 1.178 3.897 -4.339 0.204
H 0.358 1.804 -3.983 0.201
H -1.072 2.736 -4.461 0.202
H -0.522 2.410 -1.499 0.254
H -1.351 1.099 -2.378 0.244
C -0.718 -2.746 0.358 -0.842
C -1.120 -1.304 0.740 -0.520
C 0.014 -0.421 1.242 -0.620
C -0.049 0.982 1.303 0.301
N -0.104 2.125 1.431 -0.404
H 0.189 -2.942 -0.215 0.207
H -1.472 -3.451 0.006 0.208
H -0.454 -3.075 1.363 0.187
H -1.803 -1.374 1.586 0.197
H -1.774 -0.829 0.009 0.209
H 0.945 -0.416 0.677 0.248
H 0.215 -0.657 2.287 0.240
C -2.511 -7.509 -1.753 -0.673
C -1.540 -7.066 -0.652 -0.460
C -1.765 -7.866 0.631 -0.516
C -0.669 -7.757 1.722 0.292
N 0.126 -7.741 2.594 -0.361
H -2.340 -8.457 -2.265 0.198
H -2.713 -6.834 -2.585 0.220
H -3.445 -7.742 -1.242 0.194
H -1.846 -6.052 -0.396 0.210
H -0.497 -7.092 -0.969 0.212
H -1.903 -8.912 0.358 0.231
H -2.706 -7.530 1.067 0.236
```

Spin multiplicity   2
Maximum force   6.14 eV/Å
E_HOMO (alpha / beta)   0.6 / -8.7 eV
Charge   -1

***

Here are the calculated E numbers, same order: -18795.8150 -5192.3822 -24397.5909 -9909.3905 -9349.7102 -153999.2673 -102982.3680 -23003.3105 (eV).